[1]
ORCA calculation (wB97M-V/def2-TZVPD) on a molecular structure, C24H58MnO14P in a non-equilibrium geometry.

Positions of all 98 atoms, in Å:
Mn (-0.067, -3.558, -2.271)
O (0.701, -2.025, -1.539)
H (0.563, -1.593, -0.687)
C (-4.896, 7.455, -4.571)
O (-3.573, 7.547, -4.096)
C (-2.887, 6.320, -3.902)
C (-3.457, 5.551, -2.730)
O (-2.611, 4.442, -2.508)
C (-3.271, 3.263, -2.122)
C (-2.248, 2.263, -1.676)
O (-1.396, 1.898, -2.750)
C (-0.027, 1.804, -2.409)
H (-5.250, 8.478, -4.660)
H (-5.530, 6.837, -3.930)
H (-4.941, 7.024, -5.585)
H (-1.875, 6.647, -3.685)
H (-2.993, 5.716, -4.807)
H (-4.471, 5.221, -3.006)
H (-3.617, 6.152, -1.829)
H (-3.846, 2.847, -2.961)
H (-3.931, 3.479, -1.270)
H (-2.747, 1.323, -1.394)
H (-1.699, 2.625, -0.801)
H (0.280, 2.571, -1.698)
H (0.570, 1.935, -3.315)
H (0.161, 0.778, -2.083)
C (6.447, 0.334, 1.609)
O (6.777, -0.979, 1.999)
C (6.920, -1.895, 0.945)
C (5.624, -2.397, 0.346)
O (4.993, -1.375, -0.388)
C (3.969, -1.826, -1.211)
C (3.581, -0.736, -2.180)
O (4.715, -0.060, -2.697)
C (5.285, -0.640, -3.840)
H (5.404, 0.431, 1.304)
H (7.083, 0.686, 0.787)
H (6.630, 0.980, 2.468)
H (7.449, -2.774, 1.326)
H (7.569, -1.479, 0.163)
H (4.978, -2.868, 1.102)
H (5.850, -3.219, -0.358)
H (3.105, -2.118, -0.593)
H (4.244, -2.744, -1.762)
H (3.042, 0.092, -1.712)
H (2.892, -1.041, -2.976)
H (4.545, -0.785, -4.647)
H (5.807, -1.576, -3.622)
H (5.962, 0.083, -4.297)
C (1.718, 0.669, 0.790)
O (0.298, 0.654, 0.841)
C (-0.223, 0.361, 2.128)
C (-0.131, 1.441, 3.166)
O (1.219, 1.705, 3.538)
C (1.343, 2.873, 4.313)
C (0.399, 2.977, 5.519)
O (0.171, 1.771, 6.194)
C (1.318, 1.234, 6.799)
H (1.972, 1.084, -0.185)
H (2.130, -0.341, 0.912)
H (2.192, 1.325, 1.517)
H (0.199, -0.601, 2.463)
H (-1.289, 0.149, 1.986)
H (-0.596, 1.049, 4.079)
H (-0.687, 2.324, 2.830)
H (1.087, 3.735, 3.675)
H (2.380, 2.969, 4.625)
H (-0.571, 3.368, 5.207)
H (0.795, 3.764, 6.179)
H (1.627, 1.798, 7.688)
H (2.155, 1.159, 6.097)
H (1.085, 0.224, 7.134)
C (-4.477, -0.933, 0.418)
C (-5.199, -2.067, -0.244)
O (-4.301, -2.903, -1.075)
P (-3.055, -3.692, -0.665)
O (-1.821, -3.251, -1.394)
O (-3.483, -5.167, -0.917)
C (-2.600, -6.273, -1.021)
C (-3.396, -7.527, -1.365)
O (-2.889, -3.573, 0.875)
C (-1.668, -3.222, 1.524)
C (-0.990, -4.441, 2.124)
H (-3.902, -0.403, -0.345)
H (-5.173, -0.224, 0.859)
H (-3.768, -1.282, 1.165)
H (-5.807, -2.723, 0.373)
H (-5.836, -1.669, -1.033)
H (-1.782, -6.164, -1.747)
H (-2.094, -6.441, -0.064)
H (-3.886, -7.940, -0.488)
H (-4.232, -7.178, -1.984)
H (-2.845, -8.237, -1.970)
H (-0.986, -2.686, 0.861)
H (-1.834, -2.517, 2.343)
H (-0.682, -5.115, 1.317)
H (-0.073, -4.180, 2.654)
H (-1.624, -4.976, 2.827)

E_LUMO (spin up / spin down) ... -5.06 / -5.23 eV
Energy above the lowest of the compared OMol25 structures with the same formula, charge and spin ... 38.9 kJ/mol
Energy ... -95093.1743 eV
E_HOMO (spin up / spin down) ... -10.933 / -10.933 eV
Spin multiplicity ... 6
Kohn-Sham gap (spin up / spin down) ... 5.9 / 5.7 eV
Charge ... +1

[2]
ORCA calculation (wB97M-V/def2-TZVPD) on a molecular structure, C24H59Ca3N3O16S in a non-equilibrium geometry.

Positions of all 106 atoms, in Å:
Ca (-23.348, -4.217, -11.945)
Ca (-28.166, -1.133, -12.770)
Ca (-25.061, 0.394, -10.048)
S (-25.306, -1.309, -12.405)
O (-26.101, -1.162, -13.623)
O (-26.390, -1.241, -11.418)
O (-24.668, -2.580, -12.342)
O (-24.395, -0.208, -12.145)
C (-28.634, 2.884, -9.924)
C (-27.903, 1.767, -10.691)
O (-26.646, 1.841, -10.895)
O (-28.505, 0.844, -11.256)
H (-28.047, 3.802, -9.909)
H (-28.677, 2.561, -8.884)
H (-29.654, 3.182, -10.165)
C (-22.435, -2.757, -7.772)
C (-22.946, -2.202, -9.046)
O (-23.597, -1.125, -9.053)
O (-22.793, -2.946, -10.075)
H (-22.323, -1.933, -7.068)
H (-21.500, -3.313, -7.844)
H (-23.255, -3.363, -7.386)
C (-25.311, -1.934, -16.714)
O (-26.266, -0.909, -16.491)
H (-24.322, -1.478, -16.758)
H (-25.211, -2.778, -16.032)
H (-25.562, -2.251, -17.726)
H (-26.123, -0.682, -15.569)
C (-23.861, 1.579, -15.382)
O (-23.530, 0.385, -14.715)
H (-23.283, 1.593, -16.306)
H (-24.889, 1.428, -15.713)
H (-23.653, 2.517, -14.867)
H (-23.965, 0.237, -13.873)
C (-18.777, -7.754, -8.962)
O (-19.754, -7.188, -9.860)
C (-20.842, -8.015, -10.222)
C (-21.867, -7.207, -11.096)
N (-22.201, -5.897, -10.569)
C (-23.181, -6.080, -9.479)
C (-24.649, -6.300, -9.915)
O (-24.940, -5.042, -10.579)
C (-26.356, -4.959, -10.836)
H (-18.426, -8.764, -9.177)
H (-19.293, -7.779, -8.003)
H (-17.925, -7.112, -8.737)
H (-21.308, -8.535, -9.385)
H (-20.301, -8.767, -10.797)
H (-22.760, -7.791, -11.319)
H (-21.446, -6.917, -12.058)
H (-21.339, -5.560, -10.165)
H (-22.983, -5.177, -8.901)
H (-22.786, -6.923, -8.911)
H (-25.241, -6.403, -9.005)
H (-24.836, -7.202, -10.497)
H (-26.790, -5.406, -11.730)
H (-26.550, -3.913, -11.075)
H (-26.869, -5.109, -9.886)
C (-27.606, -4.271, -14.142)
O (-28.293, -3.101, -14.294)
C (-29.473, -3.210, -15.103)
C (-29.969, -1.781, -15.269)
N (-30.262, -1.080, -13.960)
C (-30.617, 0.274, -14.252)
C (-29.385, 1.090, -14.793)
O (-28.155, 0.707, -14.155)
C (-27.241, 1.725, -14.468)
H (-27.131, -4.492, -15.098)
H (-28.315, -5.064, -13.904)
H (-26.760, -4.169, -13.462)
H (-30.197, -3.970, -14.808)
H (-29.121, -3.483, -16.097)
H (-30.835, -1.788, -15.931)
H (-29.157, -1.168, -15.661)
H (-31.068, -1.534, -13.555)
H (-30.933, 0.803, -13.352)
H (-31.455, 0.166, -14.941)
H (-29.717, 2.122, -14.685)
H (-29.232, 0.940, -15.862)
H (-26.367, 1.469, -13.869)
H (-27.646, 2.700, -14.195)
H (-26.871, 1.715, -15.493)
C (-26.701, -1.836, -8.135)
O (-26.194, -0.450, -8.208)
C (-25.946, 0.247, -6.964)
C (-25.754, 1.732, -7.231)
N (-24.664, 1.852, -8.218)
C (-24.628, 3.194, -8.760)
C (-23.511, 3.285, -9.750)
O (-23.627, 2.140, -10.627)
C (-23.011, 2.321, -11.860)
H (-26.025, -2.678, -7.991)
H (-27.318, -2.117, -8.988)
H (-27.415, -1.810, -7.312)
H (-25.054, -0.114, -6.451)
H (-26.758, 0.068, -6.259)
H (-25.644, 2.323, -6.322)
H (-26.713, 1.937, -7.708)
H (-23.780, 1.715, -7.747)
H (-24.446, 3.954, -8.000)
H (-25.516, 3.568, -9.268)
H (-22.539, 3.263, -9.258)
H (-23.568, 4.213, -10.318)
H (-22.725, 1.389, -12.348)
H (-22.114, 2.939, -11.818)
H (-23.698, 2.803, -12.557)

E_LUMO (spin up / spin down) ... -2.33 / -2.34 eV
Energy ... -129227.2488 eV
E_HOMO (spin up / spin down) ... -5.039 / -11.389 eV
Spin multiplicity ... 2
Kohn-Sham gap (spin up / spin down) ... 2.7 / 9.1 eV
Charge ... +1